Molecular formula: C6H13NO
Method: DFT, the ωB97M-V functional and the def2-TZVPD basis

```
21
Properties=species:S:1:pos:R:3:forces:R:3
C -0.651755 1.884547 -1.154699 -0.85 1.19 0.77
C -0.563410 2.881919 0.030730 0.89 -0.58 -0.16
C 0.012718 0.582182 -0.818018 0.31 0.65 0.03
N -0.517020 -0.065807 0.245826 -0.22 -1.54 0.65
C 1.381579 -1.334031 1.249784 0.15 0.27 -0.96
C -0.034048 -1.397677 0.640796 1.06 -0.23 0.21
C -0.073593 -2.418848 -0.486021 -0.22 -1.03 -0.31
O 1.026943 0.194401 -1.367591 -0.01 -0.10 -0.22
H -0.253359 2.398182 -2.019173 0.38 -0.54 -0.31
H -1.718812 1.744164 -1.313955 -0.13 -0.26 -0.34
H -0.721683 3.908546 -0.282291 0.18 0.07 -0.05
H -1.270160 2.659221 0.788389 -1.06 -0.22 0.63
H 0.380620 2.746284 0.566013 0.23 0.46 -0.36
H -1.364058 0.173757 0.729406 -0.08 0.67 -0.50
H 1.553621 -0.415013 1.797399 -0.16 0.12 0.30
H 1.610269 -2.190879 1.878809 -0.12 -0.08 0.01
H 2.073329 -1.310282 0.405719 0.20 -0.07 0.18
H -0.665594 -1.794544 1.434237 -0.45 0.41 -0.04
H 0.537963 -3.285625 -0.235735 0.03 -0.08 0.41
H 0.334153 -2.133860 -1.451501 -0.10 0.65 0.11
H -1.077702 -2.826640 -0.638125 -0.04 0.25 -0.06
```
Positions in Å, forces in eV/Å.

- Energy above the lowest of the compared OMol25 structures with the same formula, charge and spin: 10.0 kcal/mol
- Highest occupied orbital energy: -9.56 eV
- Kohn-Sham gap: 0.38217 Ha